# 1
3 unconnected molecules or ions with the total composition C5H13NO3, computed with the ωB97M-V functional and the def2-TZVPD basis.

Values from the calculation:
gap between HOMO and LUMO (spin up / spin down) = 0.320 / 0.320 Ha
LUMO level (spin up / spin down) = 0.50 / 0.50 eV
ΔE to the lowest compared entry with this formula, charge and spin = 369.0 kJ/mol
highest occupied orbital energy (spin up / spin down) = -8.21 / -8.21 eV
maximum force = 0.0086 Eh/bohr

```
22
Properties=species:S:1:pos:R:3:mulliken_charge:R:1
C -1.7548 0.0101 -0.9871 0.1814
C -0.1732 -1.3203 -0.0444 -1.4735
C -1.1659 0.0013 -2.3733 -0.9184
O -1.9244 1.1330 -0.4110 -0.8791
H -0.4055 1.7244 -0.2576 0.5053
H -2.4565 -0.7912 -0.7378 0.4669
H -0.2195 0.5445 -2.3886 0.2257
H 0.8810 -1.3293 -0.3219 0.2812
H -0.6760 -1.9503 -0.7754 0.5559
H -0.3434 -1.7680 0.9332 0.3183
H -1.0076 -1.0069 -2.7528 0.3413
H -1.8630 0.5232 -3.0365 0.3271
C 1.4925 0.1153 1.8272 -0.7491
C 0.2677 0.6185 1.0910 0.5370
N 2.7378 0.0730 1.0978 -0.5963
O -0.8225 0.7057 1.8264 -0.4872
O 0.4923 1.5125 0.1515 -0.4768
H -1.5684 0.9660 1.2063 0.4773
H 2.7306 -0.6547 0.3946 0.3104
H 2.9186 0.9534 0.6312 0.2791
H 1.2653 -0.8613 2.2507 0.3947
H 1.5949 0.8011 2.6765 0.3789
```

# 2
A molecular structure, C19H43O2P3PdS at a distorted geometry, computed with the ωB97M-V functional and the def2-TZVPD basis.

Values from the calculation:
gap between HOMO and LUMO (spin up / spin down) = 0.229 / 0.186 Ha
LUMO level (spin up / spin down) = -11.37 / -15.39 eV
charge = +4
⟨S²⟩ = 6.03
spin multiplicity = 5
ΔE to the lowest compared entry with this formula, charge and spin = 0.0 kJ/mol
highest occupied orbital energy (spin up / spin down) = -17.60 / -20.44 eV
maximum force = 0.0565 Eh/bohr

```
69
Properties=species:S:1:pos:R:3:lowdin_spin:R:1
Pd 0.3131 0.4276 0.4831 0.8789
P -0.9610 1.2522 -1.2523 0.1111
P 0.1704 2.4133 1.8755 0.2067
P 1.2860 -1.4602 -0.5111 0.2721
H 0.0588 -0.0920 3.2461 0.0056
C 0.7220 -0.5871 2.5305 0.1274
C 1.9920 -0.0726 2.2035 0.0184
H 2.3319 0.8923 2.5849 -0.0015
C -2.6726 0.7101 -1.0539 0.0320
C -1.0863 3.0570 -1.4674 0.0053
C -0.4782 0.7496 -2.9333 0.0262
C 0.8616 2.5183 3.5786 0.0339
C 0.7523 4.0491 1.2572 0.0331
C -1.6029 2.7377 2.2320 0.0339
C 2.2951 -2.6392 0.4606 0.0320
C 2.2992 -1.2021 -2.0066 0.0503
C -0.1120 -2.5080 -1.0278 0.0639
H 0.5024 -1.6523 2.4162 0.0076
H 2.7801 -0.7374 1.8462 -0.0017
H -3.2994 1.1274 -1.8522 0.0070
H -3.0569 1.0167 -0.0761 0.0007
H -2.7054 -0.3818 -1.0783 0.0008
H -1.7832 3.2783 -2.2887 0.0018
H -0.0975 3.4516 -1.7268 0.0001
H -1.4427 3.5661 -0.5673 0.0001
H -1.1953 1.1654 -3.6554 0.0053
H -0.4497 -0.3370 -3.0537 0.0000
H 0.5180 1.1573 -3.1422 -0.0003
H 0.3045 3.2529 4.1753 0.0079
H 1.9055 2.8472 3.5227 -0.0001
H 0.8323 1.5570 4.0950 0.0008
H 0.1625 4.8485 1.7297 0.0073
H 0.6534 4.1234 0.1715 0.0004
H 1.8082 4.1876 1.5232 0.0027
H -1.6790 3.5361 2.9833 0.0073
H -2.0574 1.8260 2.6377 0.0003
H -2.1538 3.0341 1.3328 -0.0001
H 2.2691 -3.6256 -0.0207 0.0080
H 1.9274 -2.7342 1.4864 0.0009
H 3.3336 -2.2880 0.4854 -0.0003
H 2.4588 -2.1755 -2.4917 0.0119
H 3.2657 -0.7724 -1.7130 0.0011
H 1.8019 -0.5161 -2.6999 0.0007
H 0.2865 -3.4730 -1.3669 0.0129
H -0.7018 -2.0504 -1.8304 0.0000
H -0.7727 -2.6650 -0.1659 0.0025
C -3.8311 -3.4851 -0.7243 0.2186
C -5.1972 -3.7922 -0.5770 0.0983
C -5.5359 -4.7834 0.3468 0.0516
C -4.5273 -5.4527 1.0591 0.3008
C -3.1737 -5.2603 0.7300 0.0547
C -2.8385 -4.3621 -0.2831 0.1091
O -3.3830 -2.2732 -1.1707 0.1540
H -4.1311 -1.6898 -1.4085 0.0006
H -5.9493 -3.2631 -1.1586 0.0016
H -6.5839 -5.0389 0.5244 -0.0009
H -4.7842 -6.1607 1.8532 0.0106
H -2.3730 -5.8085 1.2391 -0.0012
H -1.8315 -4.2791 -0.6889 0.0026
C 4.7985 1.3434 -0.3246 0.0554
S 3.5926 2.6606 -0.5826 0.2865
C 4.5288 3.6996 -1.7318 0.0624
O 2.4271 2.0823 -1.3506 0.5634
H 5.7468 1.8208 -0.0483 0.0012
H 4.9111 0.7424 -1.2358 0.0061
H 4.4402 0.7300 0.5117 0.0009
H 4.6336 3.1881 -2.6952 0.0068
H 3.9647 4.6316 -1.8461 0.0005
H 5.5118 3.9375 -1.3136 0.0017
```

# 3
A molecular structure, C10H18Cl2InN2 at a distorted geometry, computed with the ωB97M-V functional and the def2-TZVPD basis.

Values from the calculation:
gap between HOMO and LUMO = 0.112 Ha
LUMO level = 2.46 eV
charge = -1
ΔE to the lowest compared entry with this formula, charge and spin = 7.9 kJ/mol
highest occupied orbital energy = -0.58 eV
maximum force = 0.0712 Eh/bohr

```
33
Properties=species:S:1:pos:R:3:mulliken_charge:R:1
In -0.5250 0.0549 0.1485 0.5739
Cl -1.4171 0.9811 -1.8520 -0.5441
Cl -0.7158 0.3411 2.5272 -0.5352
C -2.9653 -0.5604 0.3549 -1.0516
H -3.0945 -0.0405 1.3083 0.3452
H -3.6154 -0.2860 -0.4788 0.2833
C 0.9436 -1.4724 -0.3286 -0.7073
C -2.2592 -1.7554 0.2419 -0.0863
H 1.9696 -1.1240 -0.5318 0.2038
C -2.5126 -2.5971 -0.9907 -0.4559
H -1.7569 -2.2422 1.0908 0.4468
C -1.5589 -3.7743 -1.1652 -0.9365
H -3.5418 -2.9802 -0.8804 0.3689
H -2.5099 -1.9379 -1.8817 0.2631
C -0.1669 -3.3206 -1.6070 -0.4169
H -1.5130 -4.3403 -0.2337 0.3690
H -1.9818 -4.4327 -1.9265 0.3608
C 0.7315 -2.9076 -0.3910 -0.6051
H 0.3180 -4.1580 -2.1291 0.5431
H -0.2593 -2.4905 -2.3234 0.1264
H 0.2412 -3.2034 0.5689 0.1945
H 1.6942 -3.4659 -0.5071 0.3385
C 2.2294 4.4979 2.3682 -0.7801
N 2.1647 4.0721 0.9633 0.0039
C 2.8081 4.9238 -0.0403 -0.8136
C 1.5929 2.9496 0.6154 0.1910
N 1.0760 1.9521 0.2824 -0.4396
H 2.7700 5.4471 2.4066 0.2760
H 2.7597 3.7525 2.9795 0.3040
H 1.2189 4.6383 2.7802 0.2953
H 3.6062 4.3752 -0.5598 0.3099
H 2.0742 5.2669 -0.7828 0.3027
H 3.2373 5.7886 0.4700 0.2722
```

# 4
C5H13NO6S in the gas phase at a distorted geometry, computed with the ωB97M-V functional and the def2-TZVPD basis.

Values from the calculation:
gap between HOMO and LUMO = 0.373 Ha
LUMO level = 0.51 eV
SMILES string = CC[C@@H](N(C)C(O)(O)O)S(=O)(=O)O
ΔE to the lowest compared entry with this formula, charge and spin = 229.1 kJ/mol
highest occupied orbital energy = -9.63 eV
maximum force = 0.1065 Eh/bohr

```
26
Properties=species:S:1:pos:R:3:mulliken_charge:R:1
C -2.3693 1.7856 -0.7780 -1.5483
C -1.4786 0.9722 0.2266 -0.8358
C -0.3622 0.1070 -0.3397 -0.1122
N 1.0659 0.5045 0.4226 -0.1874
C 1.0051 0.2326 1.8390 -1.2049
C 2.1214 -0.2477 -0.2945 0.5492
O 1.8135 -0.2177 -1.6382 -0.5333
O 2.1726 -1.5801 0.1089 -0.5325
O 3.3723 0.3676 -0.1318 -0.5333
S -0.9536 -1.5918 0.0005 1.2701
O -0.1679 -2.6378 -0.6184 -0.7880
O -1.3298 -1.6993 1.3556 -0.5798
O -2.3416 -1.4425 -0.8472 -0.4481
H -1.8013 2.4575 -1.5667 0.2619
H -3.0780 2.3349 -0.3448 0.5090
H -2.8633 1.0463 -1.2986 0.4147
H -0.9088 1.6104 0.8712 0.4747
H -2.0267 0.3349 0.8803 0.4504
H -0.1756 0.2263 -1.3620 0.7794
H 1.8102 0.8243 2.3467 0.3565
H 0.1539 0.7272 2.2212 0.4076
H 0.9025 -0.7765 2.0781 0.4456
H 2.2104 0.5487 -2.0608 0.3210
H 1.6943 -2.2399 -0.3617 0.3698
H 3.5454 0.4186 0.7929 0.3545
H -2.0108 -2.0656 -1.5012 0.3393
```

# 5
A molecular structure, C3H4F5OP at a distorted geometry, computed with the ωB97M-V functional and the def2-TZVPD basis.

Values from the calculation:
gap between HOMO and LUMO = 0.369 Ha
LUMO level = -0.17 eV
ΔE to the lowest compared entry with this formula, charge and spin = 148.3 kJ/mol
highest occupied orbital energy = -10.22 eV
maximum force = 0.0607 Eh/bohr

```
14
Properties=species:S:1:pos:R:3:mulliken_charge:R:1
C -0.8059 0.4230 0.1784 -0.7807
C 1.5515 0.1367 0.2125 0.9493
C 2.9962 -1.7511 1.0823 0.7154
O 0.4008 -0.4457 0.0968 -0.2040
F 1.5817 1.2776 0.8852 -0.1973
F 1.9387 0.6411 -1.7519 -0.5962
F 3.7663 -2.8466 0.9987 -0.2805
F 1.8080 -2.2510 1.3723 -0.2160
F 3.5607 -1.1280 2.1687 -0.2553
P 2.9743 -0.8082 -0.5126 -0.1751
H -1.6541 -0.2566 0.3936 0.2896
H -1.1130 1.0755 -0.7489 0.2868
H -0.8271 1.0927 0.9670 0.3749
H 1.9545 -1.6855 -0.8854 0.0891
```

# 6
3 unconnected molecules or ions with the total composition C30H70ClN10O2P2S at a distorted geometry, computed with the ωB97M-V functional and the def2-TZVPD basis.

Values from the calculation:
gap between HOMO and LUMO = 0.213 Ha
LUMO level = -3.26 eV
charge = +1
ΔE to the lowest compared entry with this formula, charge and spin = 0.0 kJ/mol
highest occupied orbital energy = -9.05 eV
maximum force = 0.1242 Eh/bohr

```
116
Properties=species:S:1:pos:R:3:mulliken_charge:R:1
C -1.2285 -0.7486 3.6569 -1.0290
C 0.0935 0.0035 3.3665 -1.6849
C 0.0807 1.5121 3.7063 1.3941
C 0.2481 1.9111 5.1939 -1.7720
C -0.6323 1.1303 6.1896 0.1533
C -1.8439 1.8285 6.7884 -1.0431
N -0.3534 -0.0417 6.5426 -0.5810
N 1.4368 1.9651 3.1511 -0.4635
C 1.2422 2.6820 1.9544 0.4060
N 2.0896 2.6730 0.9872 -0.0621
Cl 1.8444 3.5865 -0.4087 0.0136
N 0.0536 3.3623 2.0681 -0.3817
C -0.8498 2.3566 2.7737 1.0611
S -1.6265 1.4552 1.3360 -0.1593
C -1.9823 3.2530 3.3855 -2.1432
C -3.3668 2.5748 3.5428 0.3297
C -4.1949 3.4034 4.5824 0.6919
C -4.7487 4.6790 3.9279 -1.9914
C -5.2366 2.5612 5.3648 -0.3095
C -6.6665 2.5441 4.8018 -1.0882
C -6.9288 1.5423 3.6736 -0.8774
C -6.0740 0.5829 3.1860 1.0243
C -5.5849 0.6613 1.7375 -1.0483
C -5.6605 -0.5805 4.0757 -1.2050
H -1.7234 -0.9793 2.7090 0.4304
H -1.0700 -1.6819 4.1998 0.3257
H -1.9273 -0.1495 4.2472 0.0630
H 0.3404 -0.0658 2.2996 0.4663
H 0.9530 -0.4388 3.8797 0.5632
H 0.1210 2.9890 5.3514 0.6366
H 1.2861 1.6894 5.4720 0.6928
H -1.6510 1.9288 7.8618 0.5067
H -2.7819 1.3130 6.5829 0.1003
H -1.8529 2.8558 6.4114 0.2432
H 0.5046 -0.3485 6.0771 0.3350
H 1.7536 2.7413 3.7421 0.3787
H 2.9402 2.1166 1.0946 0.1480
H -0.2751 3.3935 1.0966 0.4461
H -2.2946 2.4856 0.7598 0.2629
H -1.6002 3.6917 4.3138 0.8071
H -2.1076 4.0868 2.6857 0.4006
H -3.3118 1.5241 3.8336 -0.3841
H -3.8857 2.7303 2.5947 0.4623
H -3.4521 3.7345 5.3217 0.4020
H -3.9393 5.2839 3.5040 0.4269
H -5.3396 5.2713 4.6303 0.4275
H -5.3696 4.3763 3.0722 0.4100
H -4.8763 1.5270 5.3654 -0.4999
H -5.2041 2.8746 6.4143 0.5643
H -7.0381 3.5124 4.4590 0.4991
H -7.3241 2.2566 5.6456 0.4010
H -7.9355 1.5750 3.2357 0.3898
H -5.7061 1.6949 1.4161 0.3275
H -4.5358 0.3522 1.7321 0.0731
H -6.1521 0.0358 1.0283 0.4371
H -5.4835 -0.2922 5.1172 0.3577
H -6.5319 -1.2476 4.0903 0.3769
H -4.8426 -1.1763 3.6485 0.2493
O 6.4024 -0.5424 -0.1492 -0.9168
P 6.0146 -0.6860 -1.6110 0.8723
N 4.5761 0.2824 -1.5717 0.3442
C 3.3393 -0.1765 -0.9741 -0.7294
C 4.8371 1.6570 -1.1880 -1.0116
N 5.7822 -2.3877 -1.6036 0.2138
C 4.5017 -3.0503 -1.7145 -0.9938
C 6.6848 -3.1532 -0.7463 -1.0983
N 5.9461 -0.7247 -3.3333 0.0696
C 4.9666 -0.0870 -4.1919 -0.9625
C 6.9146 -1.5475 -4.0494 -1.0351
H 2.5729 0.6026 -1.0501 0.2916
H 3.4579 -0.4473 0.0884 0.1814
H 2.9140 -1.0226 -1.5119 0.0689
H 5.6833 2.0643 -1.7478 0.4051
H 5.0684 1.7457 -0.1129 0.2608
H 3.9733 2.2846 -1.4149 0.1914
H 3.9058 -2.9517 -0.7984 0.3263
H 4.6404 -4.1180 -1.9027 0.4573
H 3.9268 -2.6774 -2.5665 0.0644
H 6.3414 -3.1764 0.2951 0.3183
H 7.6877 -2.7298 -0.7634 0.3546
H 6.7699 -4.1805 -1.1089 0.3656
H 3.9911 -0.5741 -4.1036 0.2921
H 5.2608 -0.1402 -5.2434 0.4010
H 4.8551 0.9750 -3.9814 0.2499
H 6.4413 -2.4599 -4.4235 0.3010
H 7.7411 -1.8371 -3.4029 0.3244
H 7.3510 -1.0066 -4.8928 0.4254
O 0.9155 -2.1446 -3.4973 -1.0410
P 0.6493 -2.2374 -4.9965 1.0164
N -0.7765 -1.2548 -5.0221 0.2470
C -2.0563 -1.7141 -4.5208 -1.1076
C -0.5229 0.1103 -4.5817 -1.1665
N 0.4057 -3.9380 -5.0524 0.2473
C -0.8662 -4.5898 -5.2623 -1.0913
C 1.2464 -4.7330 -4.1609 -0.9953
N 0.6713 -2.2289 -6.7248 0.0539
C -0.2534 -1.5668 -7.6302 -0.8446
C 1.6783 -3.0359 -7.4062 -1.1056
H -2.8040 -0.9244 -4.6218 0.3789
H -2.0142 -2.0171 -3.4653 0.2779
H -2.4500 -2.5385 -5.1131 0.3181
H 0.3660 0.5117 -5.0803 0.3491
H -0.3612 0.1711 -3.4969 0.3146
H -1.3566 0.7636 -4.8494 0.3645
H -1.5186 -4.5124 -4.3838 0.3263
H -0.7197 -5.6525 -5.4711 0.3764
H -1.3812 -4.1901 -6.1390 0.2350
H 0.8365 -4.7822 -3.1444 0.2887
H 2.2514 -4.3160 -4.1022 0.2110
H 1.3497 -5.7507 -4.5453 0.3980
H -1.2317 -2.0521 -7.6178 0.2416
H 0.1175 -1.6025 -8.6576 0.3770
H -0.3754 -0.5110 -7.3993 0.2738
H 1.2260 -3.9368 -7.8303 0.3274
H 2.4665 -3.3447 -6.7209 0.2922
H 2.1630 -2.4751 -8.2093 0.4430
```

Which of these has the highest maximum force? C30H70ClN10O2P2S

Which value of maximum force does entry 1 give? 0.0086 Eh/bohr

Number 1 is which compound? C5H13NO3